1.
DFT (ωB97M-V with the def2-TZVPD basis set) results for a 2-piece molecular cluster, NO5S overall in a non-equilibrium geometry.

Properties
Lowest unoccupied orbital energy (spin up / spin down) = 3.26 / 3.26 eV
Total charge = -1
Highest occupied orbital energy (spin up / spin down) = -4.521 / -4.524 eV
E = -829.1051 Ha
2S+1 = 1
HOMO-LUMO gap (spin up / spin down) = 7.78 / 7.78 eV

Element x y z (Å)
N1 -0.760 0.651 1.009
O1 -1.395 -0.335 1.397
O2 0.986 -1.467 -0.118
O3 -0.460 1.573 1.708
O4 -0.594 -0.519 -1.768
O5 1.680 0.440 -1.296
S1 0.542 -0.342 -0.931

Charges per atom according to natural (NBO) partitioning, unit e:
1. N 0.287
2. O -0.482
3. O -0.916
4. O -0.455
5. O -0.894
6. O -0.910
7. S 2.371


2.
DFT (ωB97M-V with the def2-TZVPD basis set) results for one molecule with the formula C15H12ClN3O2S in a non-equilibrium geometry.

Properties
Lowest unoccupied orbital energy = -0.01 eV
Highest occupied orbital energy = -9.098 eV
E = -1751.9533 Ha
2S+1 = 1
HOMO-LUMO gap = 9.09 eV

Element x y z (Å)
O1 1.931 1.577 2.899
Cl1 -1.872 -2.472 5.608
N1 1.122 0.204 -0.188
N2 0.321 -2.960 4.244
N3 -0.818 -0.977 3.648
O2 0.588 2.814 1.502
S1 -1.479 0.013 -0.314
C1 0.936 1.690 2.198
C2 0.013 0.302 0.526
C3 -0.714 -2.141 4.344
C4 1.273 -2.705 3.325
C5 0.145 -0.646 2.786
C6 1.218 -1.552 2.576
C7 1.242 -0.634 -3.817
C8 -0.135 -0.716 -4.097
C9 1.688 -0.378 -2.525
C10 -1.017 -0.576 -3.040
C11 0.810 -0.126 -1.476
C12 -0.548 -0.231 -1.770
C13 -0.049 0.604 1.965
C14 0.896 5.015 0.627
C15 1.338 4.021 1.664
H1 2.090 -3.344 3.209
H2 1.985 -1.259 1.827
H3 1.966 -0.720 -4.646
H4 -0.518 -0.927 -5.093
H5 2.771 -0.284 -2.366
H6 -2.096 -0.685 -3.162
H7 -1.024 0.989 2.191
H8 1.397 6.010 0.711
H9 1.106 4.605 -0.385
H10 -0.195 5.233 0.775
H11 1.218 4.392 2.686
H12 2.404 3.857 1.561

Charges per atom according to natural (NBO) partitioning, unit e:
1. O -0.568
2. Cl 0.031
3. N -0.456
4. N -0.444
5. N -0.463
6. O -0.519
7. S 0.421
8. C 0.832
9. C 0.116
10. C 0.377
11. C 0.073
12. C 0.289
13. C -0.276
14. C -0.209
15. C -0.215
16. C -0.224
17. C -0.199
18. C 0.168
19. C -0.244
20. C -0.445
21. C -0.628
22. C -0.073
23. H 0.204
24. H 0.251
25. H 0.221
26. H 0.223
27. H 0.226
28. H 0.219
29. H 0.276
30. H 0.224
31. H 0.220
32. H 0.214
33. H 0.185
34. H 0.193


3.
DFT (ωB97M-V with the def2-TZVPD basis set) results for an isolated ion of composition C3H6N3 and charge +1 in a non-equilibrium geometry.

Properties
Lowest unoccupied orbital energy = -4.59 eV
Total charge = +1
Highest occupied orbital energy = -16.054 eV
E = -281.8585 Ha
2S+1 = 1
HOMO-LUMO gap = 11.47 eV

Element x y z (Å)
C1 2.216 -0.635 -0.036
C2 0.877 -1.025 -0.188
C3 -1.241 0.319 0.039
N1 2.295 0.648 0.151
N2 1.097 1.093 0.079
N3 0.196 0.117 -0.075
H1 3.048 -1.302 -0.151
H2 0.265 -2.011 -0.288
H3 -1.608 1.049 -0.564
H4 -1.609 -0.604 -0.214
H5 -1.472 0.564 1.168
H6 1.039 2.083 -0.070

Charges per atom according to natural (NBO) partitioning, unit e:
1. C -0.064
2. C 0.029
3. C -0.399
4. N -0.105
5. N -0.113
6. N -0.085
7. H 0.262
8. H 0.290
9. H 0.240
10. H 0.237
11. H 0.252
12. H 0.457


4.
DFT (ωB97M-V with the def2-TZVPD basis set) results for C39H57N3O2PS3Ti as an isolated structure in a non-equilibrium geometry.

Properties
Lowest unoccupied orbital energy (spin up / spin down) = 4.05 / 4.05 eV
Total charge = -2
Highest occupied orbital energy (spin up / spin down) = 0.231 / 0.047 eV
E = -4220.5492 Ha
2S+1 = 2
HOMO-LUMO gap (spin up / spin down) = 3.82 / 4.00 eV

Element x y z (Å)
Ti1 -0.092 -0.503 0.386
C1 1.634 -0.022 -1.622
C2 2.340 0.313 -0.452
C3 2.326 -0.864 0.380
C4 1.637 -1.877 -0.359
C5 1.221 -1.364 -1.610
C6 1.022 -2.143 -2.907
C7 0.200 -1.344 -3.919
C8 0.363 -3.510 -2.726
C9 2.430 -2.371 -3.489
C10 3.168 -1.297 1.593
C11 4.539 -1.785 1.091
C12 3.365 -0.203 2.649
C13 2.515 -2.489 2.312
C14 3.101 1.658 -0.386
C15 2.831 2.480 -1.659
C16 4.617 1.389 -0.365
C17 2.728 2.588 0.779
H1 1.464 0.637 -2.457
H2 1.628 -2.921 -0.092
H3 -0.767 -1.098 -3.492
H4 0.045 -1.942 -4.830
H5 0.704 -0.415 -4.205
H6 -0.702 -3.400 -2.503
H7 0.834 -4.083 -1.925
H8 0.455 -4.082 -3.658
H9 2.943 -1.416 -3.634
H10 2.375 -2.897 -4.454
H11 3.030 -2.972 -2.797
H12 5.080 -1.003 0.558
H13 4.406 -2.628 0.403
H14 5.154 -2.120 1.937
H15 4.062 0.569 2.316
H16 3.771 -0.641 3.569
H17 2.403 0.270 2.875
H18 2.526 -3.398 1.703
H19 1.481 -2.268 2.565
H20 3.070 -2.704 3.232
H21 3.202 1.973 -2.560
H22 3.352 3.439 -1.569
H23 1.762 2.679 -1.766
H24 4.879 0.610 -1.090
H25 4.967 1.080 0.620
H26 5.154 2.307 -0.637
H27 1.720 2.978 0.626
H28 3.439 3.430 0.808
H29 2.724 2.089 1.741
C18 0.557 5.353 2.824
C19 -0.452 4.222 2.782
O1 -0.865 4.056 1.445
P1 -1.728 2.701 0.911
S1 0.032 1.111 2.061
S2 -0.617 1.937 -0.692
O2 -2.748 3.816 -0.040
C20 -2.434 5.154 -0.366
C21 -1.244 5.303 -1.306
H30 0.859 5.533 3.862
H31 0.133 6.276 2.414
H32 1.437 5.082 2.237
H33 -1.317 4.461 3.419
H34 0.002 3.305 3.152
H35 -2.249 5.729 0.547
H36 -3.326 5.586 -0.845
H37 -0.365 4.836 -0.860
H38 -1.042 6.369 -1.485
H39 -1.438 4.802 -2.259
C22 -4.888 2.906 -2.455
C23 -4.160 1.637 -2.704
C24 -4.067 1.016 -3.920
C25 -3.423 -0.219 -3.986
N1 -2.948 -0.811 -2.931
C26 -3.029 -0.189 -1.734
S3 -2.533 -0.874 -0.272
N2 -3.653 1.031 -1.651
C27 -3.245 -0.948 -5.272
H40 -5.111 3.417 -3.391
H41 -4.295 3.547 -1.807
H42 -5.824 2.689 -1.939
H43 -4.485 1.482 -4.801
H44 -3.384 1.612 -0.835
H45 -3.789 -0.468 -6.086
H46 -3.590 -1.974 -5.159
H47 -2.186 -0.989 -5.527
C28 -1.035 -6.095 1.093
C29 -0.963 -5.184 0.044
C30 -0.890 -3.820 0.276
C31 -0.878 -3.280 1.581
C32 -0.973 -4.229 2.637
C33 -1.041 -5.591 2.391
N3 -0.704 -1.919 1.822
C34 -1.298 -1.547 3.076
C35 -2.676 -1.672 3.243
C36 -3.296 -1.365 4.451
C37 -2.540 -0.938 5.534
C38 -1.162 -0.814 5.381
C39 -0.549 -1.115 4.173
H48 -1.081 -7.163 0.909
H49 -0.979 -5.544 -0.982
H50 -0.882 -3.127 -0.544
H51 -0.970 -3.872 3.658
H52 -1.094 -6.275 3.234
H53 -3.265 -2.001 2.394
H54 -4.374 -1.463 4.542
H55 -3.013 -0.711 6.484
H56 -0.555 -0.474 6.215
H57 0.520 -1.027 4.076

Here are the Mulliken charges for atoms 1 to 99, given in e:
1. Ti -0.520
2. C -1.148
3. C 1.513
4. C 0.610
5. C -1.738
6. C 1.114
7. C 2.682
8. C -2.142
9. C -1.946
10. C -1.846
11. C 2.135
12. C -1.770
13. C -1.848
14. C -2.160
15. C 3.069
16. C -2.302
17. C -2.029
18. C -1.584
19. H 0.329
20. H 0.318
21. H 0.262
22. H 0.575
23. H 0.207
24. H 0.311
25. H 0.272
26. H 0.457
27. H 0.267
28. H 0.449
29. H 0.343
30. H 0.182
31. H 0.254
32. H 0.457
33. H 0.178
34. H 0.605
35. H -0.003
36. H 0.313
37. H 0.164
38. H 0.575
39. H 0.362
40. H 0.501
41. H 0.216
42. H 0.272
43. H 0.229
44. H 0.542
45. H -0.081
46. H 0.632
47. H -0.108
48. C -1.277
49. C 0.265
50. O -0.022
51. P -0.164
52. S -0.290
53. S -0.360
54. O -0.364
55. C -0.283
56. C -0.659
57. H 0.390
58. H 0.262
59. H 0.226
60. H 0.354
61. H -0.101
62. H 0.230
63. H 0.329
64. H -0.037
65. H 0.402
66. H 0.183
67. C -0.958
68. C 1.153
69. C -1.164
70. C 1.363
71. N -0.357
72. C -0.088
73. S -0.476
74. N 0.315
75. C -1.307
76. H 0.362
77. H -0.007
78. H 0.280
79. H 0.313
80. H -0.135
81. H 0.382
82. H 0.302
83. H 0.214
84. C -0.801
85. C -0.629
86. C -0.264
87. C 0.497
88. C -0.518
89. C -0.677
90. N 1.861
91. C -1.096
92. C -0.022
93. C -0.921
94. C -0.467
95. C -0.815
96. C 0.716
97. H 0.350
98. H 0.368
99. H 0.033


5.
DFT (ωB97M-V with the def2-TZVPD basis set) results for C22H33N9OSScSiTe as an isolated structure.

Properties
Lowest unoccupied orbital energy (spin up / spin down) = 0.16 / 0.16 eV
Highest occupied orbital energy (spin up / spin down) = -5.156 / -7.650 eV
E = -3142.7696 Ha
2S+1 = 2
HOMO-LUMO gap (spin up / spin down) = 5.32 / 7.81 eV

Element x y z (Å)
Sc1 -0.339 -0.160 -0.293
C1 -1.237 3.701 -0.155
C2 -0.654 3.055 1.064
C3 -0.489 3.771 2.229
C4 0.017 3.103 3.347
C5 0.372 1.783 3.265
C6 0.238 1.102 2.027
N1 -0.309 1.762 0.971
N2 0.609 -0.170 1.741
Si1 1.234 -1.198 3.017
C7 2.824 -0.506 3.757
C8 -0.058 -1.436 4.358
C9 1.741 -2.899 2.430
H1 -1.170 4.786 -0.087
H2 -2.288 3.426 -0.258
H3 -0.706 3.361 -1.045
H4 -0.760 4.816 2.271
H5 0.134 3.632 4.285
H6 0.760 1.270 4.130
H7 2.773 0.533 4.082
H8 3.637 -0.584 3.031
H9 3.106 -1.111 4.623
H10 -0.423 -0.501 4.784
H11 0.346 -2.042 5.172
H12 -0.923 -1.961 3.947
H13 2.612 -2.865 1.775
H14 0.966 -3.461 1.910
H15 2.020 -3.465 3.324
O1 -0.477 -0.778 -2.346
N3 0.196 -1.742 -2.962
C10 -0.154 -2.029 -4.233
C11 0.503 -2.993 -4.943
C12 1.549 -3.683 -4.321
C13 1.880 -3.383 -3.025
C14 1.191 -2.391 -2.305
S1 1.510 -1.967 -0.683
H16 -0.977 -1.439 -4.607
H17 0.203 -3.204 -5.958
H18 2.091 -4.452 -4.854
H19 2.677 -3.901 -2.511
N4 -3.956 1.268 -2.539
C15 -2.726 1.596 -2.158
N5 -2.308 0.742 -1.248
C16 -3.360 -0.142 -1.120
N6 -4.391 0.159 -1.893
C17 -3.222 -1.265 -0.237
C18 -4.254 -2.149 0.038
N7 -4.149 -3.184 0.857
C19 -2.907 -3.317 1.425
C20 -1.869 -2.476 1.180
N8 -1.962 -1.401 0.335
H20 -4.552 1.730 -3.202
H21 -2.181 2.434 -2.556
H22 -5.212 -1.985 -0.443
H23 -2.772 -4.150 2.104
H24 -0.908 -2.640 1.645
N9 3.408 0.815 0.349
H25 2.659 0.495 0.960
H26 4.107 1.271 0.924
H27 3.831 -0.022 -0.039
C21 2.257 3.456 -1.156
Te1 1.744 1.582 -2.025
C22 0.528 2.429 -3.582
H28 1.749 4.245 -1.707
H29 3.332 3.598 -1.211
H30 1.935 3.456 -0.117
H31 1.147 2.774 -4.406
H32 -0.060 3.263 -3.201
H33 -0.136 1.638 -3.929

Charges per atom according to natural (NBO) partitioning, unit e:
1. Sc 1.600
2. C -0.630
3. C 0.267
4. C -0.329
5. C -0.123
6. C -0.332
7. C 0.430
8. N -0.623
9. N -1.199
10. Si 1.826
11. C -1.138
12. C -1.140
13. C -1.134
14. H 0.219
15. H 0.227
16. H 0.213
17. H 0.216
18. H 0.215
19. H 0.223
20. H 0.230
21. H 0.234
22. H 0.237
23. H 0.234
24. H 0.234
25. H 0.245
26. H 0.245
27. H 0.243
28. H 0.237
29. O -0.659
30. N 0.021
31. C 0.031
32. C -0.268
33. C -0.163
34. C -0.231
35. C 0.057
36. S -0.243
37. H 0.233
38. H 0.232
39. H 0.225
40. H 0.237
41. N -0.342
42. C 0.216
43. N -0.571
44. C 0.317
45. N -0.290
46. C -0.009
47. C 0.067
48. N -0.464
49. C -0.074
50. C -0.021
51. N -0.671
52. H 0.418
53. H 0.218
54. H 0.197
55. H 0.193
56. H 0.203
57. N -1.087
58. H 0.390
59. H 0.366
60. H 0.376
61. C -0.874
62. Te 0.622
63. C -0.913
64. H 0.217
65. H 0.231
66. H 0.230
67. H 0.225
68. H 0.203
69. H 0.227


We obtain energy above the lowest of the compared OMol25 structures with the same formula, charge and spin values of 106.3, 0.0, 155.9, 194.6, 37.0 kJ/mol for the records listed above, in that order.